One molecule with the formula C2H4OP2, computed with ωB97M-V/def2-TZVPD.

Bonds (Å) are listed after each position.
CARTESIAN COORDINATES (ANGSTROEM)
1 P -0.021 1.318 -0.028  P2 2.336, C4 1.774, C5 1.823
2 P 0.837 -0.850 -0.168  P1 2.336, O3 1.752, C4 1.919, C5 1.979
3 O 2.414 -0.087 -0.118  P2 1.752
4 C -0.454 0.089 -1.232  P1 1.774, P2 1.919, H6 1.099, H8 1.167
5 C -0.272 0.017 1.223  P1 1.823, P2 1.979, H7 1.099, H9 1.114
6 H -1.297 -0.483 -0.821  C4 1.099
7 H 0.441 -0.004 2.060  C5 1.099
8 H -0.381 0.442 -2.342  C4 1.167
9 H -1.267 -0.441 1.426  C5 1.114

The LUMO energy (alpha / beta) comes out at 0.9385 / -1.9888 eV. Its HOMO energy (alpha / beta) is -0.25831 / -0.36762 Ha. As for the energy relative to the best compared isomer or geometry (same formula, charge and spin): 94.3 kJ/mol. Its gap between HOMO and LUMO (alpha / beta) is 7.97 / 8.01 eV. As for the net charge: 0. The spin multiplicity is 3.

Charges in e, computed with Löwdin, in the same order as the atoms: 0.726 0.761 -0.491 -0.613 -0.542 0.014 0.020 0.078 0.047